No. 1
Computed, not measured: a structure of composition C10H22CdN3 at a distorted geometry, with wB97M-V/def2-TZVPD.

Properties
Maximum force   0.0681 Eh/bohr
DFT total energy   -726.0439 Eh
Orbital gap (alpha / beta)   3.0 / 3.0 eV
Molar mass   296.719 g mol⁻¹
E_HOMO (alpha / beta)   -0.02 / -0.02 eV
LUMO energy (alpha / beta)   2.97 / 2.97 eV

The geometry in ORCA input format:
```
! wB97M-V def2-TZVPD RIJCOSX def2/J DEFGRID3
* xyz -1 1
C 2.165 1.047 -1.886
Cd 0.248 -0.383 -2.287
N -1.248 -2.352 -2.091
N 0.279 -0.159 -4.677
H -2.058 -1.745 -1.864
H 2.251 -0.034 -1.685
H 2.712 1.373 -1.004
H 1.315 1.842 -1.977
H 2.848 1.257 -2.730
H -0.705 0.062 -4.891
H 0.554 -0.887 -5.328
H 0.830 0.667 -4.917
H -1.493 -2.763 -2.984
H -1.280 -3.139 -1.453
C 1.812 0.682 3.269
N 0.991 -0.427 2.695
C 0.669 -1.619 3.529
C 0.683 -0.472 1.204
C -0.601 0.230 0.770
C -1.375 0.760 1.795
C -2.506 1.486 1.502
C -2.863 1.652 0.164
C -2.118 1.086 -0.901
C -0.979 0.374 -0.578
H 2.431 0.295 4.112
H 1.231 1.561 3.677
H 2.516 1.115 2.537
H -0.370 -1.630 3.964
H 0.765 -2.543 2.935
H 1.359 -1.720 4.404
H 1.532 -0.050 0.635
H 0.660 -1.520 0.859
H -1.012 0.602 2.821
H -3.038 1.887 2.345
H -3.748 2.229 -0.035
H -2.458 1.235 -1.933
*
```

***

No. 2
Computed, not measured: a cluster of 3 separate species, C4H5NO in total at a distorted geometry, with wB97M-V/def2-TZVPD.

Properties
Maximum force   0.0271 Eh/bohr
DFT total energy   -285.3325 Eh
Orbital gap   11.0 eV
Energy relative to the best compared isomer or geometry (same formula, charge and spin)   51.5 kcal/mol
Molar mass   83.090 g mol⁻¹
E_HOMO   -10.69 eV
LUMO energy   0.33 eV

The geometry in ORCA input format:
```
! wB97M-V def2-TZVPD RIJCOSX def2/J DEFGRID3
* xyz 0 1
C 0.062 -2.321 0.784
C -0.228 -1.132 0.259
C -1.386 2.223 -1.352
O -1.836 1.603 -0.512
C 0.758 -0.320 -0.403
N 1.529 0.357 -0.940
H 1.063 -2.739 0.737
H 1.160 3.407 0.381
H -0.707 -2.907 1.277
H -1.227 -0.708 0.307
H 1.260 2.852 -0.106
*
```

***

No. 3
Computed, not measured: a cluster of 10 separate species, C33H68ClF9N6O15S3 in total at a distorted geometry, with wB97M-V/def2-TZVPD.

Properties
Maximum force   0.0852 Eh/bohr
DFT total energy   -5308.1687 Eh
Orbital gap   5.6 eV
Molar mass   1091.570 g mol⁻¹
E_HOMO   -11.79 eV
LUMO energy   -6.20 eV

The geometry in ORCA input format:
```
! wB97M-V def2-TZVPD RIJCOSX def2/J DEFGRID3
* xyz 2 1
C 19.008 15.639 9.190
C 18.639 14.263 8.665
O 18.563 13.840 7.556
N 18.117 13.400 9.844
H 18.775 13.533 10.622
H 17.221 13.814 10.126
C 17.818 11.920 9.426
H 19.549 15.548 10.137
H 18.130 16.282 9.318
H 19.596 16.109 8.438
H 16.804 12.008 9.026
H 17.832 11.255 10.325
H 18.491 11.526 8.692
C 14.899 15.725 6.429
C 13.659 15.488 5.656
O 12.649 15.039 5.915
N 13.925 15.781 4.124
H 14.927 15.862 3.921
H 13.567 14.923 3.688
C 13.074 16.937 3.561
H 15.588 14.874 6.243
H 14.701 15.744 7.468
H 15.443 16.591 6.141
H 12.014 16.718 3.876
H 13.144 16.988 2.495
H 13.416 17.895 3.930
C 17.195 10.565 13.343
C 16.857 11.998 13.028
O 16.988 12.603 12.048
N 16.129 12.557 14.191
H 15.769 11.753 14.689
H 16.873 12.867 14.955
C 15.205 13.748 14.038
H 16.700 10.182 14.227
H 18.292 10.427 13.409
H 16.868 9.925 12.506
H 15.069 14.202 15.016
H 14.334 13.431 13.531
H 15.745 14.473 13.402
C 10.009 10.273 13.089
C 8.984 9.343 13.715
O 7.921 9.045 13.282
N 9.501 8.711 15.012
H 10.176 9.437 15.385
H 8.778 8.616 15.728
C 10.250 7.401 14.879
H 9.703 10.622 12.095
H 10.957 9.757 13.017
H 10.117 11.149 13.767
H 10.655 7.301 13.886
H 9.507 6.628 14.923
H 11.037 7.345 15.645
C 8.899 20.605 12.650
C 10.313 20.391 13.228
C 10.166 19.959 14.715
C 11.354 19.285 15.349
C 11.697 18.044 14.645
C 12.017 18.239 13.117
N 10.982 19.181 12.501
O 10.603 18.918 11.453
C 11.912 16.966 12.334
C 13.393 18.846 12.998
C 11.264 21.460 12.936
H 8.995 21.009 11.619
H 8.434 21.403 13.293
H 8.256 19.692 12.583
H 9.375 19.240 14.860
H 9.877 20.841 15.302
H 11.148 18.984 16.362
H 12.195 19.986 15.370
H 10.911 17.263 14.757
H 12.554 17.491 15.037
H 12.741 16.409 12.686
H 12.016 16.862 11.253
H 11.015 16.451 12.640
H 14.047 18.081 13.383
H 13.527 19.700 13.663
H 13.699 19.124 12.003
H 11.629 21.492 11.900
H 12.162 21.244 13.503
H 10.916 22.432 13.207
C 18.540 16.754 12.788
C 19.187 17.356 14.057
C 19.887 16.218 14.800
C 20.989 16.663 15.753
C 22.114 17.325 14.999
C 21.614 18.387 14.006
N 20.223 18.366 13.644
O 19.882 19.307 12.919
C 22.452 18.469 12.671
C 21.786 19.773 14.699
C 18.144 18.064 14.906
H 17.771 15.968 13.090
H 19.352 16.426 12.111
H 17.957 17.567 12.319
H 20.362 15.496 14.139
H 19.088 15.688 15.353
H 21.399 15.696 16.135
H 20.590 17.275 16.591
H 22.641 16.589 14.334
H 22.811 17.811 15.699
H 22.487 17.599 12.096
H 23.432 18.710 13.075
H 22.042 19.321 12.163
H 22.633 19.639 15.397
H 20.898 19.920 15.336
H 21.867 20.576 14.014
H 18.424 18.319 15.923
H 17.328 17.389 15.106
H 17.696 18.957 14.421
Cl 14.654 15.440 10.745
C 22.346 12.752 12.861
F 21.592 12.725 13.995
F 23.578 13.215 13.071
F 22.320 11.509 12.448
S 21.607 13.882 11.584
O 21.704 15.255 12.123
O 22.328 13.664 10.361
O 20.210 13.386 11.635
C 14.131 8.463 15.840
F 14.220 8.759 17.130
F 15.347 8.539 15.249
F 13.652 7.186 15.661
S 13.208 9.639 14.818
O 14.222 10.631 14.403
O 12.752 8.776 13.729
O 12.130 10.096 15.702
C 17.115 13.693 18.772
F 18.413 13.885 19.192
F 16.836 12.427 18.687
F 16.347 14.248 19.688
S 16.987 14.450 17.112
O 17.618 15.768 17.195
O 17.674 13.571 16.102
O 15.576 14.396 16.945
*
```

***

No. 4
Computed, not measured: a structure of composition C34H31Br3Li3N6O7 at a distorted geometry, with wB97M-V/def2-TZVPD.

Properties
Maximum force   0.0627 Eh/bohr
DFT total energy   -9913.9033 Eh
Orbital gap   7.5 eV
Molar mass   896.192 g mol⁻¹
E_HOMO   -11.39 eV
LUMO energy   -3.85 eV

The geometry in ORCA input format:
```
! wB97M-V def2-TZVPD RIJCOSX def2/J DEFGRID3
* xyz 1 1
Li -23.652 14.772 -15.553
Li -22.534 17.467 -15.749
Li -22.459 13.773 -11.769
C -22.527 15.365 -13.551
O -22.186 15.940 -14.732
O -23.337 14.390 -13.560
O -21.903 15.687 -12.460
C -19.138 18.358 -13.199
Br -18.844 18.673 -11.327
Br -17.594 17.443 -13.971
Br -19.441 20.051 -14.084
H -19.936 17.665 -13.388
C -25.972 18.434 -13.557
C -27.345 18.459 -13.683
C -28.107 17.377 -13.271
C -27.468 16.247 -12.818
C -26.107 16.197 -12.701
C -25.338 17.301 -13.063
N -28.278 15.099 -12.395
O -27.665 14.092 -12.036
O -29.511 15.204 -12.446
H -25.366 19.306 -13.786
H -27.802 19.406 -13.942
H -29.186 17.405 -13.269
H -25.599 15.369 -12.216
H -24.260 17.266 -12.938
C -22.538 15.945 -7.515
C -22.144 16.904 -6.587
C -21.500 18.040 -7.006
C -21.456 18.374 -8.361
C -21.900 17.435 -9.288
C -22.522 16.255 -8.881
N -21.036 19.731 -8.707
O -21.218 20.103 -9.821
O -20.717 20.458 -7.807
H -22.999 15.030 -7.156
H -22.153 16.664 -5.532
H -21.184 18.747 -6.246
H -21.865 17.657 -10.352
H -22.858 15.555 -9.644
N -21.248 12.271 -12.622
C -20.652 12.530 -13.773
C -20.077 11.532 -14.559
C -20.208 10.210 -14.143
C -20.864 9.935 -12.948
C -21.348 11.019 -12.217
H -20.649 13.548 -14.147
H -19.622 11.752 -15.518
H -19.840 9.386 -14.747
H -20.846 8.930 -12.548
H -21.867 10.877 -11.276
N -23.899 13.076 -10.512
C -24.983 12.619 -11.107
C -26.036 12.021 -10.430
C -25.986 12.024 -9.046
C -24.896 12.545 -8.394
C -23.875 13.033 -9.186
H -24.995 12.705 -12.191
H -26.915 11.702 -10.970
H -26.882 11.727 -8.506
H -24.851 12.632 -7.320
H -22.949 13.339 -8.713
N -20.740 13.400 -9.827
C -20.340 12.332 -9.167
C -19.050 12.131 -8.691
C -18.097 13.112 -8.964
C -18.473 14.215 -9.695
C -19.816 14.328 -10.058
H -21.029 11.490 -9.206
H -18.745 11.242 -8.156
H -17.046 12.901 -8.783
H -17.768 14.951 -10.050
H -20.107 15.242 -10.569
N -22.827 13.502 -16.949
C -23.426 12.591 -17.725
C -22.772 11.874 -18.701
C -21.436 12.143 -18.943
C -20.803 13.093 -18.128
C -21.540 13.747 -17.158
H -24.465 12.422 -17.475
H -23.252 11.087 -19.266
H -20.864 11.545 -19.641
H -19.807 13.406 -18.430
H -21.068 14.550 -16.601
*
```